# 1
Density functional theory data (ωB97M-V with the def2-TZVPD basis set) for a cluster of 2 separate species, CH4BNO3 in total at a distorted geometry.

The net charge is 0. Its strongest force on any atom is 3.6 eV Å⁻¹. Its HOMO-LUMO gap is 10.28 eV. The calculation puts the energy above the lowest of the compared OMol25 structures with the same formula, charge and spin at 0.00 kcal per mole. Its spin multiplicity is 1. The calculation puts the HOMO energy at -9.743 eV. For the total energy, the calculation gives -345.96551 Ha.

Atoms and positions in Å:
B1 -0.4646 0.2122 -0.4146
C1 0.8753 -1.7391 2.0789
N1 0.8799 0.4500 -1.0175
O1 0.4634 -0.6776 2.2145
O2 -1.2279 1.1982 0.1091
O3 -0.8786 -1.0357 -0.5846
H1 1.2983 -0.3775 -1.3757
H2 1.5089 1.2263 -0.7766
H3 -0.7923 2.0560 -0.1244
H4 -1.6625 -1.3127 -0.1091

Results of the Löwdin charge analysis, in e, for atoms 1 through 6:
1. B -0.930
2. C 0.052
3. N 0.160
4. O 0.016
5. O 0.160
6. O 0.174

=====

# 2
Density functional theory data (ωB97M-V with the def2-TZVPD basis set) for a cluster of 2 separate species, CH4Br2N in total at a distorted geometry.

The net charge is +1. Its strongest force on any atom is 2.7 eV Å⁻¹. Its HOMO-LUMO gap is 8.15 eV. The calculation puts the energy above the lowest of the compared OMol25 structures with the same formula, charge and spin at 1.41 kcal per mole. Its spin multiplicity is 1. The calculation puts the HOMO energy at -14.063 eV. For the total energy, the calculation gives -5242.98912 Ha.

Atoms and positions in Å:
C1 -2.4297 0.2661 -0.2029
N1 -1.2284 -0.2090 -0.1381
Br1 3.0175 -0.6971 0.1937
Br2 -3.8992 -0.7710 0.1774
H1 -2.5051 1.2964 -0.4076
H2 -0.4494 0.3862 -0.3097
H3 4.2502 -0.2553 -0.3752
H4 -0.8614 -1.1236 -0.0111

Results of the Löwdin charge analysis, in e, for atoms 1 through 6:
1. C -0.505
2. N 0.168
3. Br 0.278
4. Br 0.955
5. H 0.094
6. H 0.129

=====

# 3
Density functional theory data (ωB97M-V with the def2-TZVPD basis set) for a cluster of 2 separate species, CH4Br2N3O in total at a distorted geometry.

The net charge is +1. Its strongest force on any atom is 4.0 eV Å⁻¹. Its HOMO-LUMO gap (spin up / spin down) is 4.71 / 6.22 eV. The calculation puts the energy above the lowest of the compared OMol25 structures with the same formula, charge and spin at 50.52 kcal per mole. Its spin multiplicity is 1. The calculation puts the HOMO energy (spin up / spin down) at -13.338 / -13.175 eV. For the total energy, the calculation gives -5427.59851 Ha.

Atoms and positions in Å:
C1 0.7635 0.1918 -0.3596
N1 2.0204 0.0323 -0.9472
N2 0.3328 -0.8306 0.4223
N3 -2.2764 0.2553 0.8804
O1 0.1253 1.2005 -0.4877
Br1 2.8012 1.4212 -1.8110
Br2 0.7702 -2.5215 0.4025
H1 2.5982 -0.7883 -0.7836
H2 -2.2985 0.2957 1.8866
H3 -1.8234 1.0018 0.3711
H4 -3.0133 -0.2580 0.4261

Results of the Löwdin charge analysis, in e, for atoms 1 through 6:
1. C -0.796
2. N -0.426
3. N -0.402
4. N 0.416
5. O 0.032
6. Br 0.861

=====

# 4
Density functional theory data (ωB97M-V with the def2-TZVPD basis set) for the ion CH4Br2N3O with charge +1 at a distorted geometry.

The net charge is +1. Its strongest force on any atom is 5.0 eV Å⁻¹. Its SMILES is N/[N+](Br)=C(\O)NBr. Its HOMO-LUMO gap is 8.37 eV. The calculation puts the energy above the lowest of the compared OMol25 structures with the same formula, charge and spin at 9.84 kcal per mole. Its spin multiplicity is 1. The calculation puts the HOMO energy at -14.224 eV. For the total energy, the calculation gives -5427.66333 Ha.

Atoms and positions in Å:
N1 -0.9069 0.3821 -0.1164
N2 0.2542 -0.3871 -0.2894
Br1 -0.0686 -2.4545 0.0076
C1 1.5159 0.0579 -0.0040
O1 1.7163 1.2989 0.3208
N3 2.5798 -0.6842 -0.0802
Br2 4.3790 -0.0859 0.0150
H1 -1.5970 0.2940 -0.8491
H2 -1.1116 0.7555 0.7309
H3 1.2004 2.0577 0.3927
H4 2.6208 -1.6519 -0.4073

Results of the Löwdin charge analysis, in e, for atoms 1 through 6:
1. N 0.078
2. N -0.309
3. Br 0.642
4. C -0.543
5. O 0.172
6. N -0.303

=====

# 5
Density functional theory data (ωB97M-V with the def2-TZVPD basis set) for a cluster of 2 separate species, CH4Br2Si in total at a distorted geometry.

The net charge is 0. Its strongest force on any atom is 2.7 eV Å⁻¹. Its HOMO-LUMO gap is 8.21 eV. The calculation puts the energy above the lowest of the compared OMol25 structures with the same formula, charge and spin at 79.97 kcal per mole. Its spin multiplicity is 1. The calculation puts the HOMO energy at -9.024 eV. For the total energy, the calculation gives -5477.95521 Ha.

Atoms and positions in Å:
C1 1.1791 -0.6855 0.4787
Si1 -1.0146 0.5049 -0.6502
Br1 2.5764 0.5788 0.6458
Br2 -2.5281 0.7336 0.9910
H1 1.4244 -1.5749 -0.1464
H2 1.0267 -1.1248 1.5165
H3 -1.7230 -0.2730 -1.6423
H4 -0.9409 1.8409 -1.1930

Results of the Löwdin charge analysis, in e, for atoms 1 through 6:
1. C -0.702
2. Si 0.310
3. Br 0.508
4. Br 0.169
5. H -0.023
6. H -0.006

=====

# 6
Density functional theory data (ωB97M-V with the def2-TZVPD basis set) for a structure of composition CH4BrCuN2O at a distorted geometry.

The net charge is +1. Its strongest force on any atom is 3.0 eV Å⁻¹. Its HOMO-LUMO gap (spin up / spin down) is 8.32 / 4.53 eV. The calculation puts the energy above the lowest of the compared OMol25 structures with the same formula, charge and spin at 0.00 kcal per mole. Its spin multiplicity is 2. The calculation puts the HOMO energy (spin up / spin down) at -13.101 / -13.096 eV. For the total energy, the calculation gives -4439.44381 Ha.

Atoms and positions in Å:
Cu1 5.0696 0.3367 -0.5359
Br1 2.5169 0.5593 -0.7188
C1 -1.4089 -0.2543 0.2668
O1 -2.6233 -0.6123 0.4615
N1 -0.5922 -1.0531 -0.4268
N2 -0.9045 0.8949 0.7099
H1 -0.9318 -1.9195 -0.8127
H2 0.3241 -0.6637 -0.5946
H3 0.0864 1.0988 0.6191
H4 -1.5363 1.6133 1.0316

Results of the Löwdin charge analysis, in e, for atoms 1 through 6:
1. Cu 0.392
2. Br -0.075
3. C -0.491
4. O 0.346
5. N 0.238
6. N 0.243

=====

# 7
Density functional theory data (ωB97M-V with the def2-TZVPD basis set) for a cluster of 3 separate species, CH4BrFSi in total at a distorted geometry.

The net charge is 0. Its strongest force on any atom is 5.4 eV Å⁻¹. Its HOMO-LUMO gap is 7.88 eV. The calculation puts the energy above the lowest of the compared OMol25 structures with the same formula, charge and spin at 97.89 kcal per mole. Its spin multiplicity is 1. The calculation puts the HOMO energy at -9.485 eV. For the total energy, the calculation gives -3003.82372 Ha.

Atoms and positions in Å:
C1 -0.4113 0.2820 -0.4796
F1 2.4842 -1.1883 2.8574
Si1 -0.1360 0.0051 1.3515
Br1 -0.5971 2.0443 2.4360
H1 -0.8304 -0.5293 -1.0341
H2 -1.0983 1.1698 -0.5177
H3 0.5418 0.6428 -0.9938
H4 1.5476 -1.2940 2.1004

Results of the Löwdin charge analysis, in e, for atoms 1 through 6:
1. C -0.387
2. F -0.365
3. Si 0.497
4. Br 0.121
5. H -0.003
6. H 0.015

=====

# 8
Density functional theory data (ωB97M-V with the def2-TZVPD basis set) for the ion CH4BrN2O with charge +1 at a distorted geometry.

The net charge is +1. Its strongest force on any atom is 6.6 eV Å⁻¹. Its HOMO-LUMO gap (spin up / spin down) is 7.36 / 6.72 eV. The calculation puts the energy above the lowest of the compared OMol25 structures with the same formula, charge and spin at 0.00 kcal per mole. Its spin multiplicity is 3. The calculation puts the HOMO energy (spin up / spin down) at -11.590 / -15.420 eV. For the total energy, the calculation gives -2798.75972 Ha.

Atoms and positions in Å:
C1 0.2321 0.0685 -0.5087
N1 1.2699 -0.5857 -0.8995
N2 -0.2665 0.1258 1.1934
O1 -1.5425 0.6160 1.2502
Br1 -1.0727 0.8366 -1.6624
H1 1.7137 -1.0548 -0.1268
H2 1.5464 -0.7393 -1.8308
H3 -0.3107 -0.8232 1.5565
H4 -1.5697 1.5560 1.0280

Results of the Löwdin charge analysis, in e, for atoms 1 through 6:
1. C -0.661
2. N 0.088
3. N 0.166
4. O 0.054
5. Br 0.827
6. H 0.129

=====

> Which value of net charge does entry 3 give?

+1